# 1
Here is a molecular structure, C10H14BBeBrN6 in a non-equilibrium geometry from the Open Molecules 2025 dataset. Energies are from ωB97M-V/def2-TZVPD.

Computed properties:
HOMO ... -9.128 eV

The geometry in ORCA input format:
```
! RIJCOSX wB97M-V def2-TZVPD def2/J DEFGRID3
* xyz 0 1
C -0.78317 -3.45915 -3.22856
H -0.69674 -4.53181 -3.40714
C -2.51340 -2.73311 1.90335
H -1.26385 2.25207 -0.96517
H -2.00022 -0.53081 2.06043
H -2.81978 2.27843 -0.14503
N -0.96749 -3.05970 0.32236
N -1.06168 -1.70819 0.56372
Br 0.00121 1.23937 0.67278
B 0.10760 -3.53421 -0.71746
C -1.08653 -1.24269 -3.25393
H -2.74499 2.42830 -1.93655
C 2.60965 -0.87256 -0.09245
H 2.76610 0.14498 0.23900
N 1.36033 -1.34514 -0.31731
H 3.01749 -4.05845 -0.91295
H -1.28270 -0.20222 -3.50104
H -2.16483 3.78032 -0.86889
C -1.21355 -2.41225 -4.03151
Be -0.12043 -0.61562 -0.24019
H -1.57606 -2.46013 -5.04696
C -1.90494 -1.51601 1.59513
N -0.44338 -2.93361 -2.03348
H -3.26636 -2.92080 2.64992
N 1.43808 -2.70535 -0.54267
H 0.25376 -4.71625 -0.74616
N -0.62362 -1.56042 -2.02425
C -1.91454 -3.68822 1.06264
C 2.74324 -3.03468 -0.67188
C -2.26761 2.69389 -0.98813
H 4.58462 -1.83771 -0.34070
C 3.51222 -1.91215 -0.37666
H -2.03824 -4.74617 0.95551
*
```

***

# 2
Here is a gas-phase ion, C7H11O3 (charge +1) in a non-equilibrium geometry from the Open Molecules 2025 dataset. Energies are from ωB97M-V/def2-TZVPD.

Computed properties:
HOMO ... -13.527 eV

The geometry in ORCA input format:
```
! RIJCOSX wB97M-V def2-TZVPD def2/J DEFGRID3
* xyz 1 1
C 0.87049 -0.40382 1.19673
H -0.74584 2.10359 -1.52048
C -0.43405 1.58124 0.60470
O -0.46328 0.19113 1.03238
H -1.53414 -2.25498 1.18672
C -1.25527 -0.53221 0.02429
H -2.39635 -2.19960 -0.43337
O -1.40483 0.23528 -1.04657
H 0.71155 -1.41795 1.56443
H -2.24366 2.05009 -0.55272
H 0.59830 1.90097 0.44542
H 3.02578 0.60622 -0.97672
H -0.88876 2.17806 1.39771
H 1.79532 -1.13537 -2.05705
C 1.60456 -0.38747 -0.11644
C -1.75559 -1.72062 0.28333
O 2.48245 0.64819 -0.17999
C 1.29182 -1.20898 -1.10864
H 0.60576 -2.02260 -0.99728
H 1.39109 0.18867 1.95072
C -1.25533 1.60017 -0.69716
*
```

***

# 3
Here is 12 unconnected molecules or ions with the total composition H24O12 in a non-equilibrium geometry from the Open Molecules 2025 dataset. Energies are from ωB97M-V/def2-TZVPD.

Computed properties:
Structure (SMILES) ... O.O.O.O.O.O.O.O.O.O.O.O
HOMO ... -9.904 eV

The geometry in ORCA input format:
```
! RIJCOSX wB97M-V def2-TZVPD def2/J DEFGRID3
* xyz 0 1
H 1.15077 1.31504 -2.09716
H -2.15298 2.89150 1.48145
O -2.15475 2.03670 1.08680
H -1.59001 1.49237 1.67420
H 2.09699 -0.44206 2.56597
H -2.04354 -2.84578 -2.42638
H 2.55642 -2.21222 0.39878
H 0.88212 3.33522 0.42103
O 0.31537 -0.11295 -0.44920
O -1.48136 -3.04569 -1.70400
O -0.57719 0.69342 2.65398
O -4.10609 -1.06879 -0.45858
H 4.50471 1.36880 -1.80992
H 2.79790 -2.25463 -1.02713
H 3.82174 0.01743 -1.38921
H -0.38208 1.56798 2.96054
H -0.65625 -2.63379 -1.78209
H -0.56321 0.15903 3.45386
H -3.15695 -1.17356 -0.24540
O 3.81886 0.72925 -2.04334
O 1.33845 2.49068 0.29671
H -4.47749 -1.93821 -0.42790
H -2.46760 1.78682 -1.04431
O 1.90909 -1.38433 2.70041
O -1.30553 -1.56458 1.00957
H 1.23074 -1.60830 2.04847
O 1.19532 2.07051 -2.69729
H -0.86022 -2.44291 0.89501
H 0.65748 2.73594 -2.32507
H 1.15831 -0.54815 -0.51498
O -2.08381 1.16621 -1.64594
H -0.29680 -0.59344 0.04259
H 0.64083 1.88262 0.21835
H -1.24501 0.92436 -1.26555
O 2.50584 -1.67711 -0.30962
H -0.98008 -1.11739 1.75535
*
```

***

# 4
Here is a single C7H7NS molecule in a non-equilibrium geometry from the Open Molecules 2025 dataset. Energies are from ωB97M-V/def2-TZVPD.

Computed properties:
Structure (SMILES) ... CC1=C(C#N)SCC=C1
HOMO ... -8.446 eV

The geometry in ORCA input format:
```
! RIJCOSX wB97M-V def2-TZVPD def2/J DEFGRID3
* xyz 0 1
C 0.52865 -0.58537 0.95300
C 0.89843 -1.10699 -1.51838
C -0.64741 1.77960 1.09104
C 0.12748 -0.42870 -0.43355
H -0.94218 2.62185 1.64819
H 0.31160 -0.95984 -2.34931
H 1.09783 -2.18677 -1.40368
H -1.82691 -0.21609 -1.61523
H -2.64604 1.52248 0.02693
S -0.17947 0.45992 2.21605
H 0.22506 1.95102 0.43748
C 1.52437 -1.43212 1.43674
H 1.83253 -0.61704 -1.70794
C -1.06122 0.15334 -0.76621
C -1.59859 1.10340 0.03537
N 2.35588 -2.05869 1.94951
*
```

***

Kohn-Sham gap
In order: 0.3586, 0.3923, 0.3461, 0.2881
Unit: hartree